C21H27BrN4NaO5 | the ωB97M-V functional and the def2-TZVPD basis

M = 518.364 g mol⁻¹
total energy = -4147.9991 Eh
net charge = -1
relative energy (zero: lowest compared OMol25 entry of this formula, charge and spin) = 34.7 kcal per mole

```
59
Properties=species:S:1:pos:R:3:forces:R:3:nbo_charge:R:1
Na 8.92195 -11.85336 -5.54215 0.2086 -0.4397 -0.1789 0.90
O 10.85331 -14.94652 -4.43588 -0.0715 0.6141 -0.9912 -0.70
C 9.59503 -15.01122 -4.94134 0.0275 0.6211 0.9810 0.81
O 9.25483 -14.38776 -5.92134 0.3243 -1.0462 0.3170 -0.63
C 8.72496 -15.88657 -3.97335 0.3100 0.4545 -1.3983 -0.16
O 7.38447 -15.74923 -4.29385 0.5690 -0.5626 -0.5707 -0.52
C 6.65946 -14.84080 -3.53767 -0.5235 0.6261 -0.0825 -0.18
C 7.00715 -13.34939 -3.55679 -0.7783 0.5270 -0.9603 0.75
O 6.10224 -12.57714 -3.20832 -0.2092 -0.1041 0.2714 -0.75
O 8.15207 -13.02338 -3.94257 0.5857 -0.1319 0.5720 -0.85
H 11.31742 -14.26961 -4.99398 -0.1354 -0.5471 0.5640 0.51
H 8.97082 -16.94398 -4.19344 0.2502 0.4252 0.5338 0.20
H 8.92326 -15.55829 -2.93420 0.2435 -0.3969 -0.4971 0.20
H 5.65767 -15.03225 -3.90051 -0.4328 0.4789 0.4829 0.20
H 6.77212 -15.04319 -2.49138 -0.3197 -0.7163 1.0009 0.16
Br 16.78082 -14.47632 -3.87718 0.6340 -0.5574 -0.3811 0.02
C 15.27744 -13.51936 -4.45762 -0.2990 -0.0538 0.4403 -0.16
C 14.76671 -12.66254 -3.52829 -0.0181 1.3424 1.5194 -0.21
C 13.60535 -11.96367 -3.75495 -0.7548 1.2866 1.1712 -0.29
C 12.88228 -12.09885 -4.94213 -0.4339 -0.2930 0.4213 0.27
C 13.42771 -12.95711 -5.89271 0.3905 -1.0470 -0.8478 -0.29
C 14.58802 -13.69006 -5.62953 0.1657 0.3990 -0.4332 -0.22
H 15.29443 -12.45393 -2.58352 -0.2312 -0.3389 -0.5406 0.21
H 13.23377 -11.24588 -2.96710 0.3534 -0.9124 -0.9798 0.24
H 12.94140 -13.17813 -6.85307 0.0576 0.4117 0.5276 0.22
H 15.01792 -14.33451 -6.36563 -0.0956 -0.4162 -0.4857 0.21
N 10.52573 -11.42089 -2.95676 -1.0203 1.4041 0.8560 -0.86
C 11.02812 -10.75848 -4.09389 -0.1427 -0.4705 0.0755 0.20
C 11.08401 -9.42725 -4.28681 0.2773 0.2342 0.5806 -0.27
C 11.49213 -8.88357 -5.52040 0.5438 0.2806 -2.2035 -0.46
C 11.49295 -9.77772 -6.62167 -0.0979 1.2717 -0.0820 -0.20
C 11.22461 -11.11698 -6.42619 0.1870 0.3009 0.5110 -0.37
N 11.59072 -11.59157 -5.10120 0.5402 -0.7285 -1.1256 -0.53
H 9.51857 -11.47748 -2.86383 -0.1354 0.3425 -0.2465 0.39
H 10.80644 -12.34910 -2.81679 0.9804 -1.3486 -0.2058 0.37
H 10.77693 -8.78933 -3.48368 -0.2050 0.3373 0.4335 0.20
H 11.69453 -7.81268 -5.72799 -0.2939 -0.8272 0.5402 0.20
H 11.61643 -9.38953 -7.65793 -0.2582 -0.2046 0.7473 0.19
H 11.18556 -11.82663 -7.22083 -0.0842 -0.5056 -0.3388 0.19
C 7.51134 -9.64864 -4.92032 -0.6277 -0.9391 0.5659 -0.30
C 6.97531 -8.24758 -5.06980 0.1677 1.2669 2.0289 -0.25
N 6.10958 -8.14748 -6.17500 -1.1659 0.4523 -2.4917 -0.43
C 6.92717 -8.33214 -7.41921 0.0438 -0.5848 0.7641 -0.25
C 7.73487 -9.65803 -7.28775 -1.3960 -0.6438 0.0792 -0.27
N 7.17186 -10.40700 -6.13149 1.0634 -0.4607 -0.3374 -0.48
C 5.73695 -10.59952 -6.19665 -0.6233 0.8962 -0.9745 -0.25
C 5.06425 -9.16132 -6.11129 0.4033 -1.3939 -0.1682 -0.25
H 6.99961 -10.17435 -4.07207 0.7466 0.2934 -0.5355 0.24
H 8.58721 -9.61406 -4.79723 0.3102 -0.2320 0.2329 0.22
H 7.72433 -7.46417 -5.23255 0.3184 -0.3188 0.2734 0.20
H 6.45379 -7.99112 -4.11512 0.1118 0.1360 -0.7139 0.19
H 7.59979 -7.49207 -7.55797 -0.0011 0.2947 0.1235 0.20
H 6.27463 -8.39135 -8.28221 -0.3200 0.1122 -0.0695 0.19
H 8.79021 -9.56023 -7.08856 0.4285 0.4274 0.0288 0.23
H 7.63501 -10.28504 -8.18831 -0.0281 0.1890 0.1852 0.19
H 5.39553 -11.23671 -5.39144 0.1500 -0.2243 0.2647 0.24
H 5.46386 -11.08337 -7.16547 0.3306 0.2542 0.6077 0.18
H 4.53341 -9.07120 -5.16892 -0.0800 0.1981 0.1828 0.20
H 4.33787 -9.10585 -6.92330 0.0596 0.5674 -0.0439 0.19
```
Positions in Å, forces in eV/Å.

C21H27Cl9O18 | the ωB97M-V functional and the def2-TZVPD basis

M = 886.506 g mol⁻¹
total energy = -6312.4686 Eh

```
75
Properties=species:S:1:pos:R:3:forces:R:3:lowdin_charge:R:1
Cl -3.68157 0.74456 -4.89495 0.5005 0.2901 -0.0672 0.57
C -3.92274 0.52383 -3.16061 -1.3388 -0.2675 -0.5056 -1.50
Cl -5.67405 0.12258 -2.99376 0.6183 -0.1141 0.3787 0.52
Cl -3.57346 1.94399 -2.19822 0.3112 0.1444 -0.0072 0.56
H -3.28638 -0.29569 -2.85773 -0.1549 -0.0359 0.1938 -0.01
Cl 3.96912 -2.28771 3.10413 0.3141 0.2980 0.2038 0.56
C 4.80129 -0.90466 2.32209 -0.8433 -1.2360 -0.4089 -1.46
Cl 3.69025 -0.27683 1.09571 0.2105 0.4165 0.1667 0.60
Cl 6.25839 -1.48444 1.53458 0.2207 0.2422 0.2203 0.55
H 4.99281 -0.18408 3.09852 0.2127 0.3279 -0.1363 0.02
Cl -0.78554 6.05248 1.29212 -0.2227 0.0716 0.3422 0.58
C -1.23221 4.66390 2.29836 0.1411 0.3267 0.0377 -1.51
Cl -0.01660 4.38843 3.54233 0.0092 -0.2315 -0.2200 0.56
Cl -1.53951 3.26401 1.26742 0.0944 0.0251 0.1257 0.58
H -2.14099 4.91689 2.81999 -0.2153 -0.0290 -0.0865 0.01
O 2.67176 -4.12763 1.03807 -0.4526 -1.2257 2.3698 0.15
C 2.78166 -3.70548 -0.03671 0.4247 1.1613 -1.9159 -0.63
O 1.75465 -3.20600 -0.77428 0.0882 -0.0880 -0.5480 0.02
C 2.24093 -2.99854 -2.10820 -0.0431 -0.3224 -0.6598 -0.10
C 3.71292 -2.75068 -1.85903 0.3857 0.1336 0.0980 -0.10
O 3.95329 -3.58163 -0.69877 -0.0904 0.3806 -0.4911 0.05
H 2.03574 -3.90106 -2.69680 0.2658 -0.0447 0.2011 0.14
H 1.72361 -2.20095 -2.63944 -0.0416 0.2879 0.5187 0.13
H 3.93091 -1.70288 -1.62240 -0.2140 -0.1345 0.2746 0.11
H 4.41394 -3.01725 -2.64466 -0.2314 -0.3897 -0.1018 0.13
O 2.73706 2.61552 0.35779 0.5987 -1.8001 1.9424 0.15
C 2.15953 3.33604 -0.35029 0.6298 1.5677 -2.6404 -0.59
O 1.99050 3.10773 -1.67988 -1.2465 -0.5064 0.2947 0.07
C 1.10885 4.10099 -2.20665 1.3448 0.8749 -1.2799 -0.10
C 1.24703 5.23923 -1.18611 -1.5107 -0.0305 -0.5417 -0.13
O 1.83298 4.59848 -0.07449 -0.2992 0.7412 0.9508 0.05
H 1.55937 4.42921 -3.14855 -0.0166 -0.0350 0.1149 0.12
H 0.12261 3.74937 -2.51089 -0.1413 -0.2803 0.9209 0.12
H 0.28886 5.65937 -0.87666 0.0862 -0.2679 -0.1094 0.05
H 1.80393 6.08230 -1.59052 0.6734 -0.2456 0.3164 0.13
O -0.70430 -0.78591 4.71840 -1.4482 1.7367 -1.4095 0.18
C 0.00303 -1.54742 5.24693 0.5559 -0.7605 1.2315 -0.64
O 0.60585 -2.56526 4.65795 0.7197 -1.3092 -0.6181 0.06
C 1.49925 -3.22054 5.58902 -0.6221 0.6360 0.1386 -0.10
C 0.93631 -2.73792 6.91366 0.5375 0.3329 0.6878 -0.11
O 0.27663 -1.51528 6.56183 0.2365 -0.3642 0.6143 0.07
H 1.45462 -4.29723 5.48674 0.0391 -0.0400 -0.3308 0.14
H 2.48969 -2.81056 5.41669 0.1732 -0.2467 -0.0452 0.08
H 1.72684 -2.51168 7.62837 -0.0102 0.0918 -0.0310 0.13
H 0.24456 -3.41007 7.42074 -0.2181 -0.0701 -0.3400 0.13
O -1.26910 -0.57349 -2.41253 -0.3542 -0.5076 0.0474 0.09
C -0.88829 -0.58004 -1.27976 0.0225 0.3206 0.3790 -0.57
O -0.97226 -1.59601 -0.42351 0.1056 0.0877 -0.4697 0.09
C -0.08350 -1.29979 0.65192 1.1322 -0.3237 0.6978 -0.09
C 0.01030 0.23978 0.67316 0.2269 -1.6410 0.3057 -0.10
O -0.31044 0.49449 -0.70531 -0.2157 0.6526 0.1280 0.04
H -0.37959 -1.91946 1.48930 -0.4421 0.6529 0.5049 0.14
H 0.92444 -1.66488 0.43161 -0.3642 -0.0239 -0.3678 0.09
H 1.03823 0.51652 0.85227 0.1940 0.3112 -0.0812 0.08
H -0.59736 0.73349 1.42302 -0.5791 0.2065 -0.4497 0.08
O -5.15273 -4.32784 -1.15725 0.5599 1.0382 0.7118 0.15
C -5.03612 -3.42407 -0.37663 -1.2115 -0.4875 0.0317 -0.54
O -5.70908 -2.23088 -0.49232 1.1539 -0.3638 0.3649 0.01
C -5.37656 -1.38268 0.62755 -1.3901 -0.2183 0.1073 -0.11
C -4.59053 -2.27929 1.58996 -0.1101 -0.8639 -0.8021 -0.08
O -4.38638 -3.48986 0.81509 0.2462 0.4204 -0.5370 0.05
H -4.91813 -0.45988 0.27300 0.3749 -0.2412 0.0349 0.11
H -6.34121 -1.12574 1.07766 0.2067 0.2120 -0.0375 0.13
H -5.14987 -2.61775 2.46034 -0.0843 0.4320 0.0680 0.13
H -3.63469 -1.87869 1.88674 0.3122 0.0746 0.0545 0.12
O 2.71854 3.03689 -5.18191 2.0198 0.5815 -0.3382 0.19
C 1.65669 2.64905 -4.89748 -2.4930 -0.8003 0.5273 -0.63
O 0.50720 3.28691 -5.25087 -0.8258 -0.6071 0.1040 0.03
C -0.65658 2.51613 -4.81959 0.5666 0.2803 0.2935 -0.12
C -0.04902 1.26431 -4.12492 0.3587 1.9359 -0.6903 -0.10
O 1.37788 1.55072 -4.15512 -0.2975 -0.3638 -0.3944 0.05
H -1.24003 3.10736 -4.10089 0.1870 0.0264 -0.3061 0.10
H -1.29856 2.28684 -5.66990 0.2889 0.0570 -0.0375 0.10
H -0.29353 0.38591 -4.71803 0.2629 -0.2805 0.5389 0.13
H -0.36116 1.27042 -3.08734 0.1182 -0.5785 -0.2373 0.09
```
Positions in Å, forces in eV/Å.

C21H27ClN2O5 | the ωB97M-V functional and the def2-TZVPD basis

M = 422.909 g mol⁻¹
total energy = -1762.2722 Eh
relative energy (zero: lowest compared OMol25 entry of this formula, charge and spin) = 45.8 kcal per mole

```
56
Properties=species:S:1:pos:R:3:forces:R:3:nbo_charge:R:1
C -6.98036 1.36637 0.36485 0.0016 0.0049 -0.0043 -0.25
O -6.18357 0.50466 -0.44568 -0.0074 0.0031 0.0080 -0.53
C -4.92206 0.30734 0.04102 0.0105 -0.0288 0.0001 0.34
C -3.86744 1.08610 -0.43654 0.0011 0.0082 0.0030 -0.08
C -4.11687 2.15542 -1.46264 -0.0063 -0.0051 -0.0123 -0.64
C -2.58952 0.83866 0.04222 0.0024 0.0109 -0.0100 -0.11
C -2.33638 -0.16872 0.96606 -0.0062 -0.0287 0.0049 -0.16
C -0.90468 -0.36238 1.38043 -0.0178 0.0296 -0.0110 0.67
O -0.03214 0.38908 0.97254 -0.0011 0.0053 0.0119 -0.65
N -0.61918 -1.39327 2.21212 0.0316 -0.0321 0.0140 -0.60
C 0.75573 -1.72222 2.54428 -0.0183 0.0226 0.0165 -0.22
C 1.37017 -2.75171 1.59974 -0.0013 -0.0054 0.0165 -0.43
C 2.86412 -2.87949 1.81648 -0.0034 -0.0305 -0.0178 -0.05
O 3.47431 -1.72385 1.27931 -0.0032 0.0172 -0.0059 -0.55
C 4.84183 -1.59354 1.58227 -0.0143 -0.0138 0.0048 -0.07
C 5.44834 -0.63603 0.57365 0.0371 0.1147 -0.0460 -0.24
N 5.55177 -1.21330 -0.75425 -0.0051 -0.1340 0.0488 -0.60
C 4.50959 -1.32536 -1.63827 -0.0716 -0.0756 0.0750 0.62
O 4.45407 -2.22406 -2.45476 0.0591 0.0879 -0.0870 -0.58
C 3.49574 -0.28312 -1.57331 -0.0075 0.0051 0.0212 -0.19
C 2.60665 0.52275 -1.54331 -0.0100 -0.0038 -0.0049 0.18
C 1.48892 1.45286 -1.51119 -0.0156 -0.0071 -0.0024 -0.37
C 1.72534 2.78877 -2.23732 0.0095 0.0153 0.0030 -0.42
C 0.31138 3.18033 -2.70991 0.0050 0.0106 -0.0081 -0.07
O -0.56149 2.10386 -2.36158 0.0206 -0.0144 -0.0273 -0.54
C 0.24012 0.94147 -2.23086 0.0078 0.0038 0.0122 -0.05
C -3.39022 -0.94838 1.42617 -0.0217 0.0125 0.0309 -0.20
C -4.67103 -0.70366 0.96485 0.0065 0.0160 -0.0203 -0.10
Cl -5.98085 -1.68886 1.53328 -0.0050 -0.0019 0.0016 0.01
H -7.94426 1.45268 -0.12952 -0.0004 0.0001 -0.0007 0.20
H -7.11871 0.94618 1.36294 0.0010 -0.0017 0.0009 0.18
H -6.52088 2.35467 0.44644 -0.0035 0.0007 0.0022 0.17
H -3.17363 2.48473 -1.89576 -0.0048 -0.0072 0.0125 0.24
H -4.76351 1.78278 -2.25652 -0.0006 0.0057 -0.0014 0.23
H -4.61561 3.02031 -1.01981 0.0009 0.0003 0.0008 0.22
H -1.76279 1.43573 -0.31962 0.0003 -0.0035 0.0081 0.24
H -1.34156 -2.04091 2.46685 -0.0228 -0.0109 -0.0306 0.39
H 1.32753 -0.79762 2.49581 0.0035 -0.0065 -0.0090 0.24
H 0.78381 -2.08982 3.57259 0.0087 0.0072 -0.0005 0.19
H 0.89699 -3.72696 1.74192 -0.0076 0.0035 -0.0022 0.20
H 1.19795 -2.44537 0.56560 0.0085 0.0052 -0.0022 0.23
H 3.09339 -2.96904 2.88880 0.0030 0.0032 0.0009 0.16
H 3.25702 -3.77271 1.31578 0.0076 -0.0007 0.0063 0.18
H 4.97672 -1.20992 2.60260 0.0047 0.0029 0.0015 0.17
H 5.34581 -2.56842 1.51971 0.0028 0.0019 0.0008 0.16
H 4.83183 0.26124 0.51866 0.0025 0.0015 -0.0077 0.23
H 6.44550 -0.33716 0.90066 -0.0036 0.0030 0.0069 0.20
H 6.17767 -2.00265 -0.84013 0.0016 0.0009 -0.0081 0.39
H 1.21135 1.62922 -0.47150 0.0079 -0.0003 -0.0009 0.27
H 2.17041 3.53452 -1.58129 -0.0052 0.0020 0.0008 0.22
H 2.39438 2.64245 -3.08478 -0.0065 -0.0063 -0.0048 0.21
H -0.06872 4.07835 -2.22391 0.0031 0.0017 0.0065 0.19
H 0.28971 3.33685 -3.79250 -0.0063 0.0001 0.0018 0.17
H 0.50186 0.52735 -3.21266 0.0032 0.0003 0.0008 0.17
H -0.30980 0.20076 -1.65464 0.0017 0.0086 -0.0021 0.21
H -3.26475 -1.74693 2.14462 0.0232 0.0016 0.0042 0.21
```
Positions in Å, forces in eV/Å.

C21H27F2N3O5S | the ωB97M-V functional and the def2-TZVPD basis

M = 471.526 g mol⁻¹
total energy = -1954.8257 Eh

```
59
Properties=species:S:1:pos:R:3:forces:R:3:nbo_charge:R:1
O -2.45067 1.88926 0.86059 -0.0904 0.0943 -0.0922 -0.63
C -1.41171 1.36098 1.21935 0.0750 0.1491 0.0788 0.58
N -0.29502 1.98650 1.59572 0.2910 -0.2401 0.1086 -0.58
C -0.12328 3.41732 1.53666 -0.0900 0.1937 -0.2408 -0.22
C 0.63999 3.85070 0.27567 0.0232 0.1393 0.2882 -0.43
C 0.76097 5.34909 0.22324 -0.0298 -0.2714 -0.1720 0.02
C 1.84365 5.97909 0.65765 0.1052 0.1194 0.0845 -0.19
C 2.01535 7.46687 0.65033 -0.0540 0.1236 -0.1127 -0.43
C 0.96898 8.15097 -0.22451 -0.0376 0.0383 0.2687 -0.39
C -0.40618 7.55917 0.06163 0.0220 -0.0209 -0.2916 -0.39
C -0.42209 6.08705 -0.33824 -0.0085 0.2577 0.1624 -0.44
C -1.28334 -0.16437 1.28014 0.0539 -0.2571 0.1960 0.59
O -0.26756 -0.72284 1.66607 -0.2439 0.1013 0.0612 -0.64
N -2.40885 -0.76262 0.87812 -0.3511 0.2590 -0.2237 -0.58
C -2.54322 -2.17873 0.67769 0.1124 -0.4067 -0.1490 -0.27
C -2.19976 -2.57937 -0.79035 -0.1272 0.9507 0.2111 0.23
O -3.27119 -3.20810 -1.43654 -0.0051 -0.0455 -0.1720 -0.52
C -3.46343 -4.56516 -1.07687 0.0014 -0.3329 -0.1512 -0.07
C -2.20397 -5.37937 -1.35710 -0.0778 0.4539 0.1977 -0.44
C -1.05762 -4.75295 -0.56646 0.1491 -0.5918 -0.0652 -0.22
N -0.97621 -3.33378 -0.84545 0.7543 0.2431 -0.8044 -0.72
S 0.30561 -2.73845 -1.70653 0.2109 0.0833 0.4838 2.35
O 1.02548 -3.82101 -2.30214 -0.0828 -0.1753 0.2353 -0.92
O -0.13842 -1.65283 -2.52725 -0.1384 0.1355 0.1546 -0.94
C 1.35711 -2.01118 -0.43451 -0.2331 -0.3864 -0.4302 -0.39
C 1.71001 -0.68090 -0.54345 0.1969 0.2370 0.0764 -0.24
C 2.51931 -0.12655 0.43149 -0.0425 -0.4024 -0.0214 0.38
F 2.85402 1.17589 0.34419 0.0122 0.1246 -0.0230 -0.33
C 2.98850 -0.86215 1.50572 -0.0901 0.1968 -0.2444 -0.24
C 2.63389 -2.19392 1.60837 -0.2411 -0.1570 -0.2653 -0.27
C 1.82078 -2.75143 0.63623 0.2545 0.1161 0.2056 0.48
F 1.47340 -4.04291 0.75146 -0.0514 -0.0723 0.0136 -0.33
H 0.49725 1.39770 1.81712 -0.1448 -0.0582 -0.0093 0.42
H -1.12464 3.85362 1.53640 0.1156 0.0335 0.1011 0.22
H 0.41495 3.75004 2.42761 -0.0799 0.0085 -0.0595 0.20
H 0.09523 3.49099 -0.59961 0.0095 -0.0825 -0.0478 0.21
H 1.62945 3.39209 0.28363 -0.0137 -0.0520 -0.0455 0.22
H 2.67350 5.41263 1.05975 0.0721 -0.2155 0.0335 0.20
H 1.93464 7.83333 1.67999 0.0785 0.0716 -0.0088 0.21
H 3.02089 7.71658 0.30183 0.0076 0.0223 0.0717 0.21
H 1.21426 7.99177 -1.27646 0.0172 0.0388 -0.0759 0.20
H 0.97033 9.22638 -0.03677 0.0291 0.0078 -0.0740 0.21
H -0.62208 7.64931 1.12836 -0.0608 0.0294 0.0577 0.20
H -1.17741 8.10328 -0.48668 -0.0432 0.0111 0.0673 0.21
H -0.39959 6.00322 -1.42998 -0.0863 -0.0654 -0.0258 0.21
H -1.34681 5.61370 -0.00105 -0.0474 -0.0606 -0.0593 0.21
H -3.12942 -0.13541 0.53541 0.1397 -0.0192 0.1154 0.43
H -1.85270 -2.67290 1.36526 -0.1544 -0.0018 0.0019 0.23
H -3.57120 -2.47094 0.90133 0.0899 0.0141 0.0358 0.22
H -2.01791 -1.66580 -1.36883 -0.1880 -0.1544 0.2579 0.24
H -3.73272 -4.64777 -0.01352 -0.0423 -0.0082 -0.0366 0.16
H -4.30581 -4.90087 -1.68433 0.0417 -0.0269 0.1581 0.20
H -2.34554 -6.41883 -1.06456 -0.0080 -0.0507 0.0095 0.22
H -1.97326 -5.33083 -2.42188 -0.0076 -0.0661 -0.0394 0.22
H -0.10064 -5.18414 -0.85477 -0.1266 -0.1389 0.1976 0.25
H -1.20861 -4.90079 0.50946 0.0487 -0.0136 -0.0338 0.19
H 1.33978 -0.10155 -1.37368 0.0032 0.1506 -0.0707 0.26
H 3.61247 -0.39175 2.24901 0.0658 0.0580 0.0525 0.23
H 2.96872 -2.80013 2.43453 0.0171 -0.0888 0.0594 0.24
```
Positions in Å, forces in eV/Å.

no.,orbital gap (eV)
1,5.124
2,11.145
3,9.772
4,9.575